Arrangement P

This record from OMol25 describes a molecular structure, C7H10N2O3. The level of theory is ωB97M-V with the def2-TZVPD basis set.

```
! RIJCOSX wB97M-V def2-TZVPD def2/J DEFGRID3
* xyz 0 1
O -2.44 -1.87 -0.56
O 2.90 -1.40 1.27
O -3.51 0.23 0.32
N 1.98 0.43 -0.07
N 2.72 -0.89 -0.04
C 2.70 1.17 -1.10
C -0.07 1.44 0.48
C -0.27 -0.75 -0.48
C -1.47 1.57 0.54
C 0.57 0.35 -0.10
C -1.71 -0.73 -0.27
C -2.20 0.43 0.16
H 2.30 -0.47 1.90
H 2.03 2.14 -1.39
H 3.72 1.74 -0.51
H -3.97 1.47 -0.07
H 0.58 2.39 0.56
H -1.91 2.59 0.96
H -3.34 -1.54 -0.59
H 2.96 0.65 -2.18
H 3.60 -0.68 -0.51
H 0.28 -1.55 -0.91
*
```

Calculated values
HOMO level = -8.122 eV

Löwdin population analysis, charges in e, atoms 1 to 8: 0.0795, -0.1687, -0.0443, -0.2012, -0.1203, -0.1427, -0.0749, 0.1076


Arrangement Q

This record from OMol25 describes 2 unconnected molecules or ions with the total composition C7H10N2O3. The level of theory is ωB97M-V with the def2-TZVPD basis set.

```
! RIJCOSX wB97M-V def2-TZVPD def2/J DEFGRID3
* xyz 0 1
O 1.00 0.20 -1.44
O 0.31 -0.48 0.58
O 3.77 -1.31 -0.88
N 2.58 2.69 1.41
N 3.45 -0.36 -0.30
C -0.31 2.93 -0.86
C -0.28 1.61 0.03
C -0.14 -2.84 1.15
C 0.49 0.41 -0.40
C 2.98 0.57 0.22
C 2.67 1.65 0.93
C 0.62 -1.88 0.23
H -0.51 2.56 -1.81
H -1.14 3.64 -0.67
H 0.30 -1.91 -0.87
H 0.60 3.41 -0.90
H -0.81 -2.24 1.63
H 1.72 -1.99 0.35
H -1.44 1.33 0.21
H 0.15 1.75 0.99
H -0.65 -3.64 0.54
H 0.54 -3.24 1.77
*
```

Calculated values
SMILES string = N#CC#[N+][O-].CCOC(=O)CC
HOMO level = -10.372 eV

Löwdin population analysis, charges in e, atoms 1 to 8: 0.1256, -0.0409, 0.1207, 0.2180, -0.0833, -0.0492, -0.1274, -0.0325


Top of the stability list: arrangement Q, leading by 0.1377 hartree.